No. 1
DFT (the ωB97M-V functional and the def2-TZVPD basis) results for C31H32BrGaI2N3O4S as an isolated structure.

Structure (XYZ):
```
75
C31H32BrGaI2N3O4S | OMol25 | the ωB97M-V functional and the def2-TZVPD basis
Ga 0.5134 -0.2579 -0.6547
O -2.3036 2.3703 -1.5312
C -3.1540 1.7167 -2.3794
C -4.2309 2.4019 -2.9159
C -5.0711 1.7574 -3.8117
C -4.8361 0.4444 -4.1895
C -3.7589 -0.2359 -3.6428
C -2.9225 0.3768 -2.7220
C -1.8111 -0.3977 -2.0692
O -0.6551 0.3506 -1.9477
N -2.2584 -0.7836 -0.6975
N -1.2800 -0.9763 0.1998
C -1.4571 -1.7102 1.2326
C -0.4109 -1.9843 2.2035
Br 1.1161 -0.8423 2.1222
C -0.4434 -2.9365 3.1393
C -1.4910 -3.9580 3.2592
C -2.0039 -4.6135 2.1406
C -2.9913 -5.5739 2.2905
C -3.4692 -5.8906 3.5531
C -2.9416 -5.2620 4.6734
C -1.9487 -4.3092 4.5292
H -1.4837 1.8316 -1.5406
H -4.3924 3.4338 -2.6379
H -5.9093 2.2965 -4.2319
H -5.4825 -0.0426 -4.9046
H -3.5641 -1.2624 -3.9292
H -1.6363 -1.3232 -2.6404
H -3.0321 -1.4357 -0.6411
H -2.4115 -2.2024 1.4011
H 0.3546 -2.9682 3.8709
H -1.5922 -4.4082 1.1597
H -3.3780 -6.0868 1.4206
H -4.2401 -6.6396 3.6673
H -3.2995 -5.5197 5.6603
H -1.5322 -3.8265 5.4037
I 1.2437 -5.3074 -0.8155
C 2.5597 -3.7290 -1.0583
C 3.9433 -3.9787 -1.2107
C 4.8523 -2.9689 -1.3679
I 6.8643 -3.4375 -1.5950
C 4.4053 -1.6165 -1.3614
C 5.2114 -0.4718 -1.5202
C 4.6484 0.7793 -1.4987
C 3.2717 0.9087 -1.2887
N 2.4946 -0.1449 -1.1361
C 3.0304 -1.3929 -1.1929
C 2.0755 -2.4467 -1.0673
O 0.8130 -2.1043 -0.9807
H 4.2795 -5.0062 -1.2044
H 6.2772 -0.5919 -1.6621
H 5.2497 1.6659 -1.6333
H 2.7848 1.8743 -1.2428
C 3.6195 3.7728 2.7139
C 2.4487 3.7222 1.7429
C 1.3277 2.8546 2.2949
S 0.0065 2.3721 1.1861
O 0.7162 1.5664 0.0841
C -0.4519 3.9295 0.3879
C 0.3364 4.2743 -0.8697
C -0.2690 5.5009 -1.5402
H 4.4103 4.4166 2.3343
H 4.0400 2.7799 2.8719
H 3.3140 4.1624 3.6846
H 2.7785 3.3260 0.7794
H 2.0738 4.7312 1.5581
H 0.8135 3.3257 3.1382
H 1.7085 1.8974 2.6602
H -0.3703 4.6914 1.1652
H -1.5077 3.8061 0.1410
H 0.2947 3.4270 -1.5553
H 1.3879 4.4450 -0.6343
H -1.3063 5.3108 -1.8121
H 0.2745 5.7505 -2.4491
H -0.2417 6.3726 -0.8860
```

Calculated values
Energy above the lowest of the compared OMol25 structures with the same formula, charge and spin in eV: 0.000
Orbital gap in eV: 7.323
LUMO in Ha: -0.1115
2S+1: 1
Charge: +1


No. 2
DFT (the ωB97M-V functional and the def2-TZVPD basis) results for C5H8O as an isolated structure.

Structure (XYZ):
```
14
C5H8O | OMol25 | the ωB97M-V functional and the def2-TZVPD basis
C -1.0688 -0.0419 1.3399
C -0.1830 -0.0319 0.1278
C 1.2419 0.5145 0.1216
C 0.2495 1.0736 -0.8124
O 0.1110 0.2111 -1.9553
C -0.4796 -0.7493 -1.1627
H -0.8107 0.7822 2.0135
H -0.9485 -0.9774 1.8974
H -2.1233 0.0552 1.0628
H 1.4779 1.1423 0.9781
H 2.0528 -0.1040 -0.2586
H -0.0857 2.0992 -0.9174
H 0.7175 -2.0387 -1.0552
H -0.1508 -1.9351 -1.3796
```

Calculated values
Energy above the lowest of the compared OMol25 structures with the same formula, charge and spin in eV: 6.280
Orbital gap in eV: 8.723
LUMO in Ha: 0.0244
2S+1: 1


No. 3
DFT (the ωB97M-V functional and the def2-TZVPD basis) results for C3H3O4Tb as an isolated structure in a non-equilibrium geometry.

Structure (XYZ):
```
11
C3H3O4Tb | OMol25 | the ωB97M-V functional and the def2-TZVPD basis
C 1.1336 -0.5043 0.6885
C 0.0240 -0.4340 1.5987
O -1.1848 -0.6601 1.3026
H 2.2282 -1.0107 1.2341
H 0.2676 -0.2715 2.6658
H 0.7561 -0.6584 -0.3513
C -0.9462 1.4794 -2.5310
O -0.3244 2.0443 -3.3181
O -1.5567 0.9073 -1.7211
Tb -2.5688 -1.2376 -0.4460
O 2.1715 0.3456 0.8777
```

Calculated values
Energy above the lowest of the compared OMol25 structures with the same formula, charge and spin in eV: 3.574
Orbital gap (alpha / beta) in eV: 6.072 / 4.046
LUMO (alpha / beta) in Ha: -0.1624 / -0.2151
2S+1: 8
Charge: +1


No. 4
DFT (the ωB97M-V functional and the def2-TZVPD basis) results for an isolated ion of composition C6H9N2S and charge +1 in a non-equilibrium geometry.

Structure (XYZ):
```
18
C6H9N2S | OMol25 | the ωB97M-V functional and the def2-TZVPD basis
C 0.0521 1.8303 0.3252
C 1.3719 1.5139 0.1358
C -0.0203 -0.9918 1.0697
C -1.1596 -0.3731 0.2650
C 2.0477 -1.2275 -0.2042
C -1.2118 -0.8487 -1.1871
N 1.0808 -1.3973 0.6302
N -1.0898 1.1091 0.4117
S 2.4612 0.3639 -0.5678
H -0.2513 2.9172 0.5136
H 2.0830 2.4735 0.1474
H -0.3054 -0.9614 2.0878
H -2.1270 -0.8087 0.7018
H 2.7315 -2.1543 -0.4642
H -1.2558 -1.9894 -1.1109
H -0.2795 -0.6011 -1.5745
H -2.1559 -0.4729 -1.4975
H -1.9719 1.6183 0.3182
```

Calculated values
Energy above the lowest of the compared OMol25 structures with the same formula, charge and spin in eV: 2.714
Orbital gap (alpha / beta) in eV: 7.236 / 7.237
LUMO (alpha / beta) in Ha: -0.1926 / -0.1926
2S+1: 1
Charge: +1


No. 5
DFT (the ωB97M-V functional and the def2-TZVPD basis) results for C33H32N4O2STl as an isolated structure.

Structure (XYZ):
```
73
C33H32N4O2STl | OMol25 | the ωB97M-V functional and the def2-TZVPD basis
Tl -0.7903 -0.4590 -0.4975
C 1.4535 -1.6968 1.2553
N 1.4992 -0.7746 0.1101
C 2.0447 -1.3633 -1.1337
C 1.2755 -2.6183 -1.4668
C 1.8917 -3.8123 -1.7853
C 1.1069 -4.9186 -2.0897
C -0.2742 -4.8020 -2.0508
C -0.8243 -3.5843 -1.7008
N -0.0643 -2.5165 -1.4217
C 2.1206 0.5132 0.4516
C 1.4373 1.7050 -0.1842
C 2.1363 2.8663 -0.4576
C 1.4372 4.0013 -0.8408
C 0.0539 3.9461 -0.9453
C -0.5757 2.7457 -0.6966
N 0.1067 1.6516 -0.3233
C 0.3256 -1.3564 2.2089
C 0.4882 -1.5126 3.5720
C -0.5796 -1.2744 4.4263
C -1.7958 -0.8783 3.8915
C -1.8987 -0.7364 2.5247
N -0.8643 -0.9714 1.7010
H 2.4020 -1.7162 1.7959
H 1.2718 -2.7076 0.8871
H 3.1151 -1.5706 -1.0632
H 1.8989 -0.6255 -1.9327
H 2.9717 -3.8765 -1.7928
H 1.5703 -5.8630 -2.3432
H -0.9178 -5.6404 -2.2771
H -1.8979 -3.4558 -1.6391
H 3.1859 0.5140 0.2098
H 2.0416 0.6505 1.5333
H 3.2125 2.8853 -0.3469
H 1.9654 4.9234 -1.0457
H -0.5268 4.8173 -1.2129
H -1.6491 2.6469 -0.7912
H 1.4476 -1.8293 3.9594
H -0.4608 -1.3941 5.4953
H -2.6525 -0.6750 4.5182
H -2.8311 -0.4288 2.0758
O -0.6588 0.1718 -2.6006
S -0.9745 -0.6533 -3.8930
C -0.0163 0.2541 -5.1284
C 1.4237 0.2845 -4.7073
C 2.3016 -0.7156 -5.1156
C 3.6504 -0.6314 -4.7998
C 4.1228 0.4505 -4.0685
C 3.2470 1.4414 -3.6416
C 1.8974 1.3541 -3.9508
C -2.6833 -0.2621 -4.3690
C -2.9878 1.1762 -4.6641
C -2.9238 2.1490 -3.6676
C -3.2275 3.4688 -3.9596
C -3.6107 3.8263 -5.2464
C -3.6849 2.8619 -6.2396
C -3.3693 1.5411 -5.9510
H -0.4720 1.2413 -5.2053
H -0.1850 -0.3165 -6.0451
H 1.9352 -1.5459 -5.7090
H 4.3369 -1.3928 -5.1445
H 5.1783 0.5286 -3.8436
H 3.6256 2.2937 -3.0920
H 1.2092 2.1307 -3.6349
H -3.2774 -0.6571 -3.5390
H -2.8588 -0.9073 -5.2335
H -2.6408 1.8669 -2.6603
H -3.1847 4.2226 -3.1838
H -3.8638 4.8537 -5.4699
H -3.9971 3.1340 -7.2385
H -3.4321 0.7918 -6.7315
O -4.6659 0.1295 0.0839
C -3.5927 0.0881 -0.2175
```

Calculated values
Energy above the lowest of the compared OMol25 structures with the same formula, charge and spin in eV: 0.318
Orbital gap in eV: 6.139
LUMO in Ha: -0.3708
2S+1: 1
Charge: +3


No. 6
DFT (the ωB97M-V functional and the def2-TZVPD basis) results for a 7-piece molecular cluster, C35H46ClFO17S overall in a non-equilibrium geometry.

Structure (XYZ):
```
101
C35H46ClFO17S | OMol25 | the ωB97M-V functional and the def2-TZVPD basis
O -3.6716 -0.6966 -1.2357
C -2.4833 -0.8083 -1.3834
O -1.7556 0.3677 -1.6236
C -0.8820 0.7321 -0.5487
C 0.6137 0.4981 -1.0231
C 1.5197 -0.2949 -0.0179
F 2.8509 -0.1360 -0.4872
Cl 1.1815 -2.0648 0.0725
C 1.5200 0.2635 1.4569
S -0.1971 0.7428 1.8824
O -0.4877 0.1566 3.1874
O -0.3147 2.1909 2.0142
O -1.2113 0.1274 0.7224
C -1.8789 -2.2228 -1.3535
C -0.9537 -2.6408 -2.4199
C -0.3486 -3.9598 -2.4165
C -0.6935 -4.8622 -1.3287
C -1.6174 -4.4923 -0.2709
C -2.2021 -3.1463 -0.2844
H -0.9912 1.8417 -0.4073
H 0.6254 -0.0289 -2.0147
H 1.0942 1.5032 -1.1860
H 2.2438 1.1190 1.5369
H 1.9248 -0.5386 2.1291
H -0.6749 -1.9470 -3.2430
H 0.3718 -4.2582 -3.2099
H -0.2332 -5.8761 -1.2933
H -1.8806 -5.2082 0.5337
H -2.8860 -2.8498 0.5393
O 5.4626 0.3566 1.9255
C 5.4207 1.4265 1.3835
C 5.6640 1.6868 -0.0812
C 5.8709 3.1911 -0.1098
C 5.0333 3.6537 1.0651
O 5.0984 2.5822 2.0201
H 4.7791 1.3861 -0.6456
H 6.5449 1.1522 -0.4333
H 5.5847 3.6577 -1.0524
H 6.9242 3.4193 0.0718
H 3.9863 3.8134 0.7925
H 5.4234 4.5669 1.5133
O -0.9429 3.5377 -1.6870
C -1.9349 4.2174 -1.7170
C -3.2299 3.9215 -1.0039
C -4.1977 4.8577 -1.7022
C -3.2955 6.0002 -2.1221
O -2.0175 5.3969 -2.3798
H -3.1174 4.1662 0.0541
H -3.5158 2.8823 -1.1278
H -5.0311 5.1739 -1.0766
H -4.6097 4.3656 -2.5873
H -3.1747 6.7467 -1.3324
H -3.6535 6.4965 -3.0240
O -5.3476 2.6449 0.0003
C -5.9785 1.9726 0.7707
C -5.8766 0.4756 0.9330
C -7.1373 0.1563 1.7171
C -7.3654 1.4307 2.5013
O -6.8688 2.4836 1.6591
H -4.9725 0.2394 1.4983
H -5.8636 -0.0228 -0.0336
H -7.0490 -0.7273 2.3489
H -7.9676 -0.0063 1.0246
H -6.8093 1.4456 3.4425
H -8.4208 1.5986 2.7137
O 5.7433 -3.9576 0.3361
C 5.6096 -3.8692 1.5266
C 5.8573 -2.6324 2.3504
C 5.9205 -3.1911 3.7604
C 5.0170 -4.4046 3.6657
O 5.1642 -4.8812 2.3181
H 5.0198 -1.9471 2.2215
H 6.7900 -2.1545 2.0665
H 5.6123 -2.4824 4.5291
H 6.9432 -3.5066 3.9853
H 3.9658 -4.1546 3.8332
H 5.3082 -5.1887 4.3643
O 9.1501 0.0980 -0.0567
C 9.6453 -0.9800 -0.2348
C 9.0203 -2.3122 0.1038
C 10.2134 -3.2498 0.0389
C 11.1030 -2.5705 -0.9818
O 10.8565 -1.1654 -0.8218
H 8.2694 -2.5558 -0.6505
H 8.5764 -2.2962 1.0953
H 9.9539 -4.2739 -0.2293
H 10.7147 -3.2736 1.0103
H 10.8507 -2.8536 -2.0072
H 12.1587 -2.7780 -0.8088
O -10.3220 -1.6202 -0.6444
C -10.3577 -0.5648 -1.2087
C -10.1263 -0.3457 -2.6850
C -9.8992 1.1533 -2.7551
C -10.7173 1.6592 -1.5859
O -10.6583 0.6163 -0.5992
H -11.0206 -0.6487 -3.2331
H -9.2570 -0.9012 -3.0310
H -10.1886 1.5981 -3.7073
H -8.8410 1.3724 -2.5895
H -11.7643 1.8260 -1.8529
H -10.3086 2.5790 -1.1684
```

Calculated values
Orbital gap in eV: 9.802
LUMO in Ha: 0.0093
2S+1: 1
SMILES: O=C(O[C@@H]1C[C@](F)(Cl)CS(=O)(=O)O1)c1ccccc1.O=C1CCCO1.O=C1CCCO1.O=C1CCCO1.O=C1CCCO1.O=C1CCCO1.O=C1CCCO1


No. 7
DFT (the ωB97M-V functional and the def2-TZVPD basis) results for C29H50As3CrN as an isolated structure in a non-equilibrium geometry.

Structure (XYZ):
```
84
C29H50As3CrN | OMol25 | the ωB97M-V functional and the def2-TZVPD basis
Cr 0.0938 -0.8302 -0.0470
C 2.2994 -3.3682 0.5758
C 1.6076 -2.4135 -0.3695
C 2.1772 -1.1454 -0.7269
C 3.4483 -0.6436 -0.0794
C 1.5856 -0.3756 -1.7628
C 2.2718 0.8971 -2.1869
C 0.3729 -0.7778 -2.3271
C -0.3027 0.0395 -3.3965
C -0.2366 -1.9853 -1.8986
C -1.5941 -2.3677 -2.4225
C 0.4145 -2.8325 -0.9936
C -0.2151 -4.1594 -0.6490
H 2.8038 -4.1673 0.0232
H 1.5956 -3.8362 1.2594
H 3.0466 -2.8824 1.1921
H 3.8230 -1.3231 0.6770
H 3.2995 0.3235 0.4047
H 4.2491 -0.5098 -0.8120
H 3.0171 0.6896 -2.9611
H 2.7931 1.3611 -1.3544
H 1.5785 1.6309 -2.5870
H -1.0963 0.6660 -2.9846
H -0.7638 -0.6085 -4.1404
H 0.4017 0.6830 -3.9167
H -1.5004 -3.0233 -3.2950
H -2.1770 -1.4991 -2.7175
H -2.1785 -2.8891 -1.6687
H 0.4774 -4.8193 -0.1368
H -0.5505 -4.6759 -1.5500
H -1.0872 -4.0254 -0.0078
C -2.2281 4.3240 1.6110
As -1.1547 2.7269 1.2946
C -0.6819 3.1603 -0.5483
C 0.5567 3.3143 2.1188
C 0.8560 2.6852 3.4863
C 2.0658 3.3929 4.1158
C 1.3134 1.2276 3.3393
As 0.4148 -0.2258 2.4037
C -1.2417 -0.4912 3.3837
C 1.5088 -1.5763 3.2832
C -0.3573 2.7308 4.4334
As -1.0855 4.3659 5.2835
C 0.1599 4.5420 6.7821
C -0.4483 5.9228 4.2750
H -1.7151 5.2291 1.2811
H -2.4853 4.4081 2.6661
H -3.1578 4.2103 1.0533
H -0.0109 4.0214 -0.5883
H -1.5932 3.3924 -1.0958
H -0.2123 2.2882 -0.9950
H 0.5473 4.4027 2.1813
H 1.3566 3.0553 1.4180
H 2.9344 3.2988 3.4610
H 2.3256 2.9487 5.0798
H 1.8865 4.4519 4.2778
H 1.4538 0.8105 4.3409
H 2.3048 1.2177 2.8690
H -1.1039 -0.2969 4.4489
H -1.5361 -1.5262 3.2194
H -2.0017 0.1634 2.9609
H 1.4914 -1.4439 4.3662
H 2.5362 -1.5123 2.9260
H 1.1068 -2.5524 3.0222
H -0.1504 2.1123 5.3147
H -1.2202 2.2511 3.9623
H 0.1378 3.6202 7.3630
H -0.1871 5.3576 7.4157
H 1.1776 4.7419 6.4582
H -0.9597 5.9990 3.3215
H 0.6260 5.9506 4.1167
H -0.7361 6.7812 4.8841
N -1.5122 -0.2938 -0.0297
C -2.8619 -0.2248 -0.3496
C -3.7778 -1.0828 0.2567
C -5.1266 -1.0372 -0.0703
C -5.5922 -0.1276 -1.0123
C -4.6906 0.7389 -1.6184
C -3.3426 0.6912 -1.2868
H -3.4073 -1.7868 0.9923
H -5.8200 -1.7135 0.4137
H -6.6431 -0.0907 -1.2666
H -5.0350 1.4558 -2.3537
H -2.6414 1.3634 -1.7597
```

Calculated values
Orbital gap (alpha / beta) in eV: 6.784 / 6.477
LUMO (alpha / beta) in Ha: 0.0185 / 0.0192
2S+1: 1


No. 8
DFT (the ωB97M-V functional and the def2-TZVPD basis) results for a 10-piece molecular cluster, C29H48Cl18F3N2O4 overall in a non-equilibrium geometry.

Structure (XYZ):
```
104
C29H48Cl18F3N2O4 | OMol25 | the ωB97M-V functional and the def2-TZVPD basis
C -1.8013 -1.5739 -5.2599
O -1.9151 -0.4806 -4.3608
C -2.1926 0.7583 -5.0491
C -1.0543 1.7708 -4.7664
C -1.5256 3.1236 -4.1921
C -1.7562 3.1008 -2.6519
C -0.8099 4.0893 -1.9074
C -0.1214 3.4584 -0.6522
C 1.3502 3.0205 -0.8491
C 1.5730 1.6396 -1.5672
C 2.3247 1.9725 -2.8911
F 1.7219 2.9449 -3.5791
F 2.3522 0.8758 -3.6638
F 3.5758 2.3903 -2.6290
C 2.5807 0.7736 -0.7401
N 1.9318 -0.3681 -0.0046
C 0.5490 0.0519 0.3418
O -0.0522 -0.8156 1.2531
C 0.1838 -0.4015 2.5588
O 1.3174 -0.0636 2.8620
C -0.9032 -0.3785 3.5503
C -2.2129 -0.7595 3.2731
C -3.1674 -0.7342 4.2634
C -2.8358 -0.3391 5.5470
C -1.5409 0.0700 5.8491
C -0.5994 0.0336 4.8463
C -0.2315 0.1507 -0.9758
N -0.5028 -1.1407 -1.5602
O 0.4010 0.9787 -1.9613
H -2.7267 -1.7370 -5.8304
H -1.6434 -2.4776 -4.6536
H -0.9288 -1.4903 -5.9318
H -3.1530 1.1851 -4.7323
H -2.1757 0.5178 -6.1182
H -0.2997 1.2575 -4.1642
H -0.5663 1.9915 -5.7293
H -0.8122 3.8890 -4.5215
H -2.4722 3.3808 -4.6910
H -2.7774 3.4794 -2.5060
H -1.7394 2.0894 -2.2365
H -0.0416 4.5562 -2.5324
H -1.4338 4.9081 -1.5252
H -0.0864 4.2587 0.1019
H -0.7783 2.6847 -0.2348
H 1.8598 3.8389 -1.3706
H 1.8015 2.9812 0.1532
H 3.1873 1.3680 -0.0540
H 3.3031 0.3189 -1.4317
H 1.8866 -1.1676 -0.6451
H 2.4862 -0.6663 0.8034
H 0.5499 1.0362 0.8280
H -2.5015 -1.0939 2.2772
H -4.2005 -1.0264 4.0943
H -3.5649 -0.3359 6.3572
H -1.2184 0.4062 6.8652
H 0.4266 0.3339 5.0461
H -1.2141 0.5821 -0.7413
H 0.2730 -1.4415 -2.1464
H -1.2842 -1.0213 -2.2045
C -1.1273 -1.2696 10.0329
Cl -1.2484 -0.8570 8.3066
Cl -1.7340 -2.9005 10.3485
H -0.0888 -1.2176 10.3340
H -1.7164 -0.5594 10.6031
C 3.1009 3.8713 -7.0999
Cl 3.9109 2.5960 -8.0223
Cl 1.6122 4.3965 -7.8884
H 2.8581 3.4897 -6.1174
H 3.7707 4.7200 -7.0160
C 4.2606 -1.2584 -8.4226
Cl 4.2676 -0.9166 -10.1541
Cl 2.9043 -2.3008 -7.9701
H 5.1869 -1.7569 -8.1597
H 4.1734 -0.3225 -7.8810
C -6.8128 -0.3101 7.0457
Cl -5.4494 -0.2904 8.1727
Cl -6.8772 1.1676 6.0791
H -6.7019 -1.1587 6.3797
H -7.7323 -0.3998 7.6128
C -0.6641 0.3685 -9.2509
Cl -0.0174 -0.4798 -7.8353
Cl -1.4092 1.9056 -8.8021
H 0.1453 0.5646 -9.9456
H -1.4111 -0.2629 -9.7187
C 2.4779 -6.2006 -9.1069
Cl 0.9955 -6.3244 -10.0605
Cl 2.4950 -7.3719 -7.7822
H 3.3276 -6.3899 -9.7532
H 2.5431 -5.2013 -8.6903
C -2.7405 -6.4169 11.1891
Cl -4.4393 -6.8449 11.4181
Cl -1.9766 -7.4235 9.9533
H -2.6821 -5.3807 10.8771
H -2.2149 -6.5555 12.1273
C 3.7573 -0.2643 5.4827
Cl 4.1053 -1.3971 6.7917
Cl 2.8254 1.1236 6.0545
H 4.6947 0.0922 5.0695
H 3.1815 -0.7765 4.7191
C 2.8383 0.4551 10.7156
Cl 1.6237 0.5175 9.4310
Cl 2.6330 -0.9801 11.7256
H 3.8233 0.4284 10.2626
H 2.7368 1.3385 11.3359
```

Calculated values
Energy above the lowest of the compared OMol25 structures with the same formula, charge and spin in eV: 0.000
Orbital gap in eV: 8.791
LUMO in Ha: -0.1065
2S+1: 1
Charge: +1